Entry 1:
The following is a quantum chemistry calculation of a single C23H32N2O4S molecule, from OMol25.

Properties
- maximum force (eV Å⁻¹) = 0.81
- SMILES = CCC(=O)N1c2ccc(S(=O)(=O)CCC(=O)NCCC3=CCCCC3)cc2C[C@H]1C
- Kohn-Sham gap (eV) = 9.18
- electronic energy (hartree) = -1704.3247
- relative energy (zero: lowest compared OMol25 entry of this formula, charge and spin) (kcal/mol) = 30.6
- HOMO level (Ha) = -0.3151

Positions of all 62 atoms, in Å:
C  -8.123  -1.409  -0.574
C  -6.621  -1.179  -0.703
C  -6.278  0.271  -0.433
O  -7.119  1.145  -0.392
N  -4.964  0.581  -0.198
C  -3.806  -0.185  -0.173
C  -3.531  -1.426  -0.732
C  -2.261  -1.962  -0.564
C  -1.292  -1.272  0.134
S  0.335  -1.991  0.330
O  1.324  -1.038  -0.112
O  0.355  -3.281  -0.312
C  0.540  -2.254  2.139
C  1.889  -1.705  2.556
C  1.906  -0.203  2.264
O  0.952  0.505  2.528
N  3.063  0.269  1.775
C  3.139  1.612  1.229
C  4.559  1.915  0.773
C  5.095  1.011  -0.313
C  4.361  0.165  -1.023
C  4.913  -0.735  -2.087
C  6.433  -0.838  -2.022
C  7.026  0.556  -1.859
C  6.582  1.147  -0.525
C  -1.539  -0.019  0.676
C  -2.795  0.515  0.510
C  -3.319  1.838  0.976
C  -4.650  1.959  0.222
C  -4.538  2.857  -1.007
H  -8.451  -1.204  0.442
H  -8.370  -2.438  -0.823
H  -8.661  -0.742  -1.242
H  -6.077  -1.816  -0.003
H  -6.304  -1.422  -1.720
H  -4.254  -1.973  -1.310
H  -2.004  -2.921  -0.985
H  -0.265  -1.708  2.624
H  0.441  -3.322  2.305
H  2.038  -1.853  3.629
H  2.685  -2.211  2.011
H  3.717  -0.382  1.367
H  2.831  2.310  2.013
H  2.434  1.712  0.396
H  5.230  1.850  1.636
H  4.594  2.949  0.418
H  3.294  0.075  -0.879
H  4.611  -0.343  -3.064
H  4.456  -1.723  -1.989
H  6.724  -1.454  -1.167
H  6.817  -1.315  -2.925
H  8.117  0.518  -1.905
H  6.675  1.192  -2.674
H  7.104  0.637  0.293
H  6.860  2.203  -0.472
H  -0.762  0.507  1.209
H  -2.640  2.654  0.735
H  -3.463  1.829  2.059
H  -5.468  2.314  0.853
H  -5.481  2.857  -1.548
H  -3.749  2.497  -1.664
H  -4.311  3.875  -0.703

Atoms 1-3, force components in eV/Å:
0.2 0.1 -0.1
-0.4 0.1 0.0
0.1 -0.4 -0.1

Here are the Mulliken charges for atoms 1 to 5, given in e: number 1, C, carries -1.42; number 2, C, carries -0.34; number 3, C, carries 0.57; number 4, O, carries -0.65; number 5, N, carries 0.06



Entry 2:
The following is a quantum chemistry calculation of a single C23H32N4O7 molecule, from OMol25.

Properties
- maximum force (eV Å⁻¹) = 0.63
- SMILES = CCCCN1C(=O)C(=O)N(CC(=O)Nc2cc(OCC)c(N3CCOCC3)cc2OCC)C1=O
- Kohn-Sham gap (eV) = 6.64
- electronic energy (hartree) = -1641.3846
- relative energy (zero: lowest compared OMol25 entry of this formula, charge and spin) (kcal/mol) = 37.9
- HOMO level (Ha) = -0.2678

Positions of all 66 atoms, in Å:
C  6.881  3.511  -0.684
C  6.104  3.965  0.546
C  4.788  4.666  0.207
C  3.784  3.773  -0.523
N  3.439  2.601  0.259
C  3.891  1.331  0.008
O  4.577  0.982  -0.914
C  3.300  0.472  1.135
O  3.423  -0.706  1.326
N  2.564  1.354  1.892
C  1.778  1.003  3.049
C  0.459  0.263  2.750
O  -0.209  -0.170  3.662
N  0.161  0.170  1.441
C  -0.911  -0.477  0.814
C  -2.025  -0.957  1.489
C  -3.059  -1.574  0.808
O  -4.155  -2.104  1.430
C  -4.174  -2.240  2.840
C  -3.250  -3.342  3.345
C  -3.024  -1.667  -0.607
N  -4.052  -2.308  -1.287
C  -3.878  -2.724  -2.663
C  -4.325  -1.632  -3.647
O  -5.663  -1.259  -3.402
C  -5.830  -0.820  -2.071
C  -5.431  -1.911  -1.069
C  -1.889  -1.187  -1.260
C  -0.830  -0.620  -0.571
O  0.293  -0.138  -1.233
C  1.327  -1.100  -1.435
C  0.968  -2.188  -2.438
C  2.639  2.654  1.388
O  2.102  3.618  1.850
H  7.867  3.159  -0.392
H  7.006  4.336  -1.383
H  6.374  2.694  -1.191
H  6.717  4.664  1.119
H  5.910  3.103  1.190
H  4.324  5.030  1.125
H  4.990  5.527  -0.432
H  2.865  4.332  -0.715
H  4.194  3.407  -1.466
H  2.367  0.357  3.707
H  1.535  1.927  3.581
H  0.794  0.566  0.757
H  -2.041  -0.851  2.559
H  -5.214  -2.498  3.059
H  -3.945  -1.285  3.327
H  -3.484  -4.277  2.843
H  -2.209  -3.096  3.155
H  -3.389  -3.468  4.415
H  -2.845  -3.017  -2.845
H  -4.518  -3.601  -2.814
H  -4.294  -1.997  -4.675
H  -3.675  -0.748  -3.555
H  -6.885  -0.564  -1.968
H  -5.218  0.079  -1.894
H  -5.564  -1.553  -0.053
H  -6.065  -2.791  -1.226
H  -1.811  -1.234  -2.333
H  1.607  -1.560  -0.478
H  2.174  -0.515  -1.805
H  1.841  -2.810  -2.613
H  0.164  -2.812  -2.054
H  0.657  -1.744  -3.381

Atoms 1-3, force components in eV/Å:
-0.1 0.0 0.2
-0.1 0.1 -0.2
0.0 -0.2 0.1

Here are the Mulliken charges for atoms 1 to 5, given in e: number 1, C, carries -1.16; number 2, C, carries -0.27; number 3, C, carries -0.75; number 4, C, carries -1.04; number 5, N, carries 0.23